{"formula": "C9H9N2OS2", "method": "wB97M-V/def2-TZVPD", "species": ["C", "C", "C", "C", "C", "C", "C", "C", "C", "N", "N", "O", "S", "S", "H", "H", "H", "H", "H", "H", "H", "H", "H"], "coordinates": [[-0.319, 3.038, 0.366], [1.955, -2.146, -0.763], [0.823, 3.767, 0.555], [3.260, -1.836, -0.663], [-0.029, 1.655, 0.359], [1.131, -1.069, -0.353], [1.376, 1.406, 0.351], [1.848, 0.093, 0.064], [-0.950, 0.653, 0.414], [-2.099, 0.204, 0.518], [-2.998, -2.262, -0.049], [-0.182, -1.028, -0.314], [2.265, 2.897, 0.471], [3.588, -0.240, -0.101], [-1.293, 3.473, 0.277], [1.451, -2.920, -1.306], [0.753, 4.820, 0.661], [4.097, -2.380, -1.117], [-2.858, 0.762, 0.879], [-2.420, -1.386, 0.252], [-3.982, -2.023, -0.191], [-2.934, -3.078, 0.673], [-2.482, -2.398, -0.984]], "atomic_forces_ev_per_a": [[0.97, 1.05, 0.72], [-1.13, 0.64, -0.42], [-2.31, 0.14, -0.66], [1.26, 0.33, -0.81], [1.50, -0.43, -0.06], [-0.63, 2.58, 1.36], [-0.66, -1.41, -0.54], [1.95, -0.30, -0.14], [-0.68, -2.90, -1.74], [0.26, 0.56, 0.17], [1.56, -1.17, -0.06], [-0.23, 1.28, 0.70], [0.16, -1.41, 0.19], [-0.91, -0.38, 0.13], [-0.29, 0.12, 0.17], [0.44, -0.80, 0.08], [0.52, 0.72, 0.03], [-0.42, 0.03, 0.59], [0.14, 0.34, 0.37], [-0.82, -0.08, 0.44], [0.32, -0.01, -0.11], [0.18, 1.75, -2.02], [-1.18, -0.63, 1.63]], "total_charge": 1, "e_lumo_ev": -3.52, "e_homo_ev": -10.57, "total_energy_ev": -36168.3159, "multiplicity": 1}

***

{"formula": "C9H9N3", "method": "wB97M-V/def2-TZVPD", "species": ["C", "C", "N", "C", "C", "C", "N", "C", "N", "C", "C", "C", "H", "H", "H", "H", "H", "H", "H", "H", "H"], "coordinates": [[0.212, -0.541, -2.917], [-0.625, -0.184, -1.713], [-1.933, -0.072, -1.896], [-2.708, 0.119, -0.797], [-2.263, 0.225, 0.505], [-0.891, 0.127, 0.745], [-0.346, 0.359, 1.981], [0.969, 0.314, 2.112], [1.514, 0.526, 3.400], [1.847, -0.081, 1.018], [1.323, -0.257, -0.221], [-0.076, -0.104, -0.389], [0.593, -1.604, -2.749], [-0.365, -0.415, -3.853], [1.172, 0.074, -3.050], [-3.767, 0.108, -1.099], [-2.919, 0.369, 1.403], [0.910, 0.950, 4.080], [2.494, 0.655, 3.394], [2.908, -0.164, 1.147], [1.953, -0.405, -1.102]], "atomic_forces_ev_per_a": [[1.65, -0.17, -0.15], [-0.85, -0.04, 0.73], [0.85, 0.05, 0.25], [-0.61, -0.32, -0.27], [-1.20, 0.03, 0.69], [1.29, 0.50, -0.53], [0.50, 0.01, 0.03], [-0.17, -0.80, 0.54], [-1.27, -0.67, -2.33], [-0.43, 0.47, 0.35], [-0.05, 0.54, 0.42], [0.25, -0.27, -1.11], [-0.65, 1.19, -0.62], [0.21, -0.41, 0.69], [-1.42, -0.61, 0.39], [0.36, 0.28, 0.75], [0.46, -0.10, -1.22], [0.17, 0.12, 0.03], [0.69, 0.37, 0.51], [0.37, 0.02, 0.34], [-0.13, -0.18, 0.52]], "smiles": "Cc1nccc2nc(N)ccc12", "e_lumo_ev": 0.34, "e_homo_ev": -8.73, "total_energy_ev": -13949.6843, "multiplicity": 1, "relative_energy_kj_mol": 35.1}

***

{"formula": "C9H9N3O2", "method": "wB97M-V/def2-TZVPD", "species": ["O", "C", "C", "C", "N", "C", "O", "N", "H", "H", "H", "H", "C", "C", "C", "N", "C", "C", "H", "H", "H", "H", "H"], "coordinates": [[1.374, -0.353, 2.455], [1.551, 0.307, 1.483], [1.005, 0.069, 0.103], [1.413, 0.802, -0.937], [1.990, 2.120, -0.611], [2.622, 2.376, 0.687], [3.416, 3.262, 0.821], [2.253, 1.501, 1.624], [0.229, -0.655, -0.107], [1.307, 0.682, -2.005], [2.747, 2.546, -1.444], [2.949, 1.376, 2.515], [-2.997, -1.841, 0.096], [-2.412, -0.738, 0.703], [-1.351, -0.120, 0.047], [-0.816, -0.536, -1.089], [-1.415, -1.583, -1.658], [-2.495, -2.278, -1.150], [-3.839, -2.350, 0.559], [-2.718, -0.372, 1.685], [-0.862, 0.761, 0.528], [-1.009, -1.828, -2.638], [-2.939, -3.148, -1.667]], "atomic_forces_ev_per_a": [[-0.25, -1.59, 1.20], [-1.09, 1.45, -2.68], [3.29, -0.26, 1.33], [1.42, 3.20, 1.89], [3.46, 0.17, -2.74], [-0.34, -0.24, -3.35], [0.32, 0.56, 0.27], [2.62, -1.50, 4.40], [3.84, -0.77, 1.48], [-0.50, -0.31, 0.21], [-3.09, -1.55, 3.34], [-2.38, 1.10, -2.71], [0.11, -0.45, -0.72], [0.23, 0.16, -0.20], [-2.36, 1.24, 1.26], [-4.42, -0.84, -2.48], [0.16, 0.20, -1.12], [-0.75, -0.14, 1.10], [0.19, 0.04, -0.05], [-0.08, -0.07, -0.41], [-0.80, -0.81, -0.47], [-0.01, -0.27, 0.14], [0.42, 0.68, 0.32]], "smiles": "O=c1cc[nH]c(=O)[nH]1.c1ccncc1", "e_lumo_ev": 0.40, "e_homo_ev": -8.86, "total_energy_ev": -18041.0489, "multiplicity": 1, "relative_energy_kj_mol": 454.0}

***

{"formula": "C9H9N3O2S", "method": "wB97M-V/def2-TZVPD", "species": ["C", "C", "C", "C", "C", "C", "C", "C", "C", "N", "N", "N", "O", "O", "S", "H", "H", "H", "H", "H", "H", "H", "H", "H"], "coordinates": [[-3.461, -0.132, 0.802], [-3.106, -0.844, -0.325], [-2.593, 0.860, 1.328], [-1.932, -0.497, -1.013], [-1.458, 1.198, 0.625], [-1.112, 0.543, -0.591], [1.546, -0.931, -0.719], [2.337, 1.285, -0.224], [0.142, 0.931, -1.304], [1.377, 0.310, -0.721], [3.653, -0.983, 0.325], [3.367, -1.878, 1.231], [1.060, -1.922, -1.102], [2.151, 2.470, -0.296], [3.748, 0.691, 0.572], [-4.325, -0.405, 1.393], [-3.630, -1.651, -0.855], [-2.956, 1.418, 2.182], [-1.639, -1.074, -2.012], [-0.697, 1.989, 0.859], [0.278, 0.743, -2.399], [0.204, 1.959, -1.368], [4.045, -2.577, 1.485], [3.002, -1.502, 2.130]], "atomic_forces_ev_per_a": [[0.70, -0.15, 0.73], [0.79, -0.08, -1.37], [-0.95, -0.23, -0.83], [0.81, -0.78, -2.19], [1.81, 0.62, -1.24], [-0.94, -0.85, 0.74], [3.00, -2.94, 0.30], [-0.22, 0.01, 0.77], [0.21, -2.02, -1.71], [-0.60, 5.17, 0.32], [-1.31, 1.05, -4.51], [-1.51, -0.70, 4.37], [-0.07, -0.36, 0.34], [-0.33, -0.25, -0.47], [0.31, -0.90, 0.66], [-0.19, 0.08, -0.20], [-0.42, 0.38, 1.00], [0.41, -0.04, 0.14], [-0.72, 1.26, 2.35], [-1.22, -0.56, 0.52], [-1.04, -0.78, 0.72], [0.77, 2.30, 0.91], [0.77, 0.07, -0.64], [-0.06, -0.30, -0.71]], "e_lumo_ev": [-0.01, 0.17], "e_homo_ev": [-7.51, -7.73], "total_energy_ev": -28875.2735, "multiplicity": 1, "relative_energy_kj_mol": 366.7}

***

{"formula": "C9H9N3O3", "method": "wB97M-V/def2-TZVPD", "species": ["C", "C", "C", "C", "C", "C", "C", "C", "C", "N", "N", "N", "O", "O", "O", "H", "H", "H", "H", "H", "H", "H", "H", "H"], "coordinates": [[-0.006, -1.027, 2.286], [0.173, 1.366, -0.573], [-0.150, 1.737, 0.641], [-1.313, -0.528, -0.525], [-0.264, 0.067, -1.096], [1.893, -0.679, -2.022], [-1.993, 0.145, 0.679], [-1.093, 1.018, 1.586], [2.354, -1.398, -3.205], [0.324, -2.115, 2.172], [-0.972, 0.565, 4.431], [-0.179, 0.209, 2.402], [2.645, -0.186, -1.237], [-1.889, 1.213, 4.356], [0.465, -0.514, -2.100], [1.029, 1.867, -0.984], [0.263, 2.773, 1.000], [-1.739, -1.426, -0.827], [-2.826, 0.780, 0.219], [-2.324, -0.607, 1.364], [-1.766, 1.708, 2.264], [1.758, -1.199, -4.147], [2.221, -2.512, -3.136], [3.388, -1.257, -3.547]], "atomic_forces_ev_per_a": [[0.16, -0.84, -0.27], [1.00, -1.21, -0.18], [-0.25, 4.26, 2.31], [0.64, 1.84, 1.19], [0.07, 0.11, 1.07], [-0.79, 1.44, -0.17], [-0.36, 1.07, -1.04], [0.14, -0.52, -1.10], [-0.49, -2.30, -3.36], [0.44, -2.82, -0.13], [-0.59, 0.20, -1.59], [-1.98, 4.99, 2.45], [-1.05, -0.09, 0.54], [1.34, -0.74, 0.01], [1.57, -0.66, -0.39], [-0.13, 0.23, -0.72], [-0.57, -2.18, -0.50], [-0.33, -1.55, -0.63], [0.70, -0.80, 1.08], [-1.04, -0.71, -0.03], [1.40, -1.14, -1.22], [0.23, 0.18, 1.28], [0.07, 0.91, 0.44], [-0.17, 0.33, 0.95]], "e_lumo_ev": [-1.84, -1.84], "e_homo_ev": [-8.38, -8.38], "total_energy_ev": -20085.2771, "multiplicity": 1, "relative_energy_kj_mol": 683.9}

***

{"formula": "C9H9NO3S", "method": "wB97M-V/def2-TZVPD", "species": ["C", "C", "C", "C", "C", "C", "C", "C", "C", "N", "O", "O", "O", "S", "H", "H", "H", "H", "H", "H", "H", "H", "H"], "coordinates": [[3.260, 1.190, 0.039], [2.503, 1.264, 1.162], [2.748, 0.522, -1.084], [1.248, 0.691, 1.253], [1.523, -0.078, -1.028], [0.765, 0.046, 0.127], [-2.050, -2.124, -0.656], [-2.807, -1.446, 0.489], [-0.561, -0.540, 0.148], [-1.735, 2.218, 0.110], [-2.816, 1.684, -0.117], [-0.832, 2.451, -0.679], [-0.955, -1.225, -0.939], [-1.535, -0.634, 1.494], [4.212, 1.701, 0.202], [3.020, 1.880, 1.979], [3.380, 0.220, -1.820], [0.722, 0.676, 2.117], [1.219, -0.355, -2.001], [-1.818, -3.183, -0.248], [-2.602, -2.147, -1.733], [-3.481, -0.625, 0.177], [-3.408, -2.186, 1.010]], "atomic_forces_ev_per_a": [[0.54, 0.21, -0.48], [0.38, 1.54, 2.32], [0.30, 0.25, 2.96], [2.20, 0.19, -2.10], [0.87, 1.51, -0.37], [-2.56, -1.23, -0.07], [-1.01, 0.04, -1.49], [-1.23, 0.58, -0.59], [2.74, 0.66, -0.90], [-0.49, -0.88, -3.48], [2.04, 1.43, 0.97], [-1.77, -0.11, 2.26], [-0.37, -1.39, -0.49], [-1.18, -0.92, 1.71], [0.05, -0.47, -1.13], [-1.37, -1.20, -0.73], [1.64, -0.06, -2.58], [-1.61, 0.18, 2.61], [-1.06, -1.20, -0.40], [0.47, 1.63, -1.17], [0.94, -0.32, 2.90], [0.29, -0.57, -0.17], [0.17, 0.12, 0.41]], "s_squared": 2.026, "e_lumo_ev": [-0.18, -2.24], "e_homo_ev": [-6.00, -8.96], "total_energy_ev": -27940.3300, "multiplicity": 3, "relative_energy_kj_mol": 242.5}

***

{"formula": "C9H9NO4", "method": "wB97M-V/def2-TZVPD", "species": ["O", "C", "O", "C", "N", "C", "O", "C", "C", "C", "C", "C", "C", "O", "H", "H", "H", "H", "H", "H", "H", "H", "H"], "coordinates": [[-4.824, -0.157, -0.618], [-3.677, 0.193, -0.235], [-2.925, 1.354, -0.682], [-2.811, -0.806, 0.486], [-1.459, -0.724, 0.046], [-0.560, 0.284, 0.411], [-0.902, 1.401, 1.093], [0.821, 0.025, 0.000], [1.462, -1.276, 0.134], [2.814, -1.430, -0.188], [3.426, -0.305, -0.458], [3.033, 0.992, -0.185], [1.631, 1.287, -0.254], [0.978, 2.432, -0.179], [-2.022, 1.165, -0.298], [-3.321, -1.887, 0.069], [-3.014, -0.678, 1.563], [-1.186, -1.331, -0.653], [0.878, -2.225, 0.314], [3.292, -2.305, -0.281], [4.483, -0.388, -0.514], [3.686, 1.912, -0.204], [0.198, 2.469, 0.633]], "atomic_forces_ev_per_a": [[4.05, 2.46, 1.61], [-2.12, 0.53, -3.67], [-2.02, -3.11, 1.30], [-2.60, -2.64, -0.95], [1.01, 2.91, 3.10], [-0.93, 1.20, 1.96], [0.63, -4.91, -2.58], [2.20, 0.52, 0.17], [-1.93, 0.15, -0.99], [-4.97, 0.88, 0.42], [4.01, 3.28, 1.10], [-2.36, 3.36, -2.12], [-0.80, -4.17, 2.97], [-0.43, 1.45, 1.61], [-1.63, 1.41, -0.53], [1.70, 2.97, 1.60], [0.65, -0.33, -0.29], [0.89, -1.27, -1.41], [0.34, 1.42, 0.17], [1.39, -3.20, -0.08], [1.06, -0.06, -0.60], [-0.31, -1.48, -0.06], [2.17, -1.39, -2.72]], "smiles": "O=C(O)CNC(=O)c1ccccc1O", "e_lumo_ev": -0.61, "e_homo_ev": -9.22, "total_energy_ev": -19156.0442, "multiplicity": 1, "relative_energy_kj_mol": 281.5}

***

{"formula": "C9H9NO6SW", "method": "wB97M-V/def2-TZVPD", "species": ["W", "O", "C", "C", "C", "N", "C", "C", "C", "O", "O", "C", "O", "O", "H", "H", "H", "C", "S", "C", "O", "H", "H", "H", "H", "H", "H"], "coordinates": [[0.087, -0.579, 0.454], [-0.333, 5.611, -1.154], [-0.168, 4.390, -0.847], [1.068, 3.683, -0.738], [1.034, 2.345, -0.416], [-0.070, 1.563, -0.187], [-1.223, 2.317, -0.208], [-1.346, 3.646, -0.514], [-2.480, 1.712, 0.212], [-3.474, 1.311, 0.487], [-0.993, -0.437, 1.735], [2.381, 1.791, -0.267], [3.443, 1.486, -0.215], [1.640, -0.292, 1.070], [0.444, 6.175, -1.365], [2.017, 4.196, -0.881], [-2.305, 4.164, -0.488], [0.126, -4.888, -0.944], [-0.761, -3.801, 0.135], [-0.023, -4.104, 1.723], [-0.106, -2.300, -0.274], [1.202, -4.783, -0.814], [-0.211, -4.708, -1.965], [-0.211, -5.887, -0.631], [-0.320, -5.134, 1.965], [-0.479, -3.441, 2.459], [1.063, -4.036, 1.668]], "atomic_forces_ev_per_a": [[0.02, -0.02, 0.15], [-0.01, -0.02, -0.01], [0.00, 0.05, 0.00], [-0.02, 0.00, 0.01], [0.05, 0.11, -0.02], [0.06, 0.22, 0.00], [0.00, 0.00, 0.08], [-0.03, 0.00, 0.01], [-0.01, -0.05, -0.19], [-0.02, 0.02, 0.10], [0.23, 0.05, -0.19], [-0.21, -0.21, -0.05], [0.20, 0.08, 0.01], [-0.41, -0.22, -0.14], [0.00, 0.00, -0.01], [0.00, -0.01, 0.00], [0.00, 0.00, 0.00], [0.01, 0.01, 0.00], [-0.02, 0.03, -0.14], [0.03, -0.09, -0.04], [0.09, 0.05, 0.46], [0.01, -0.02, 0.00], [0.01, 0.00, 0.00], [0.01, 0.00, -0.03], [-0.01, 0.01, 0.00], [0.01, 0.00, -0.01], [0.01, -0.01, 0.02]], "total_charge": 4, "e_lumo_ev": -17.24, "e_homo_ev": -24.46, "total_energy_ev": -35864.8614, "multiplicity": 1, "relative_energy_kj_mol": 0.0}

***

{"formula": "CAg8O3", "method": "wB97M-V/def2-TZVPD", "species": ["Ag", "Ag", "Ag", "Ag", "Ag", "Ag", "Ag", "Ag", "C", "O", "O", "O"], "coordinates": [[-1.911, 2.569, -0.030], [2.791, -1.635, 0.461], [-1.656, 0.817, 2.383], [0.066, -3.507, 0.207], [-0.072, -1.400, -2.516], [2.417, 1.791, -0.712], [-2.722, -0.175, -2.299], [1.079, 2.094, 2.363], [0.015, -0.102, 0.028], [0.637, -1.146, -0.145], [-0.997, 0.037, -0.626], [0.352, 0.658, 0.886]], "atomic_forces_ev_per_a": [[-0.45, 0.65, -0.47], [0.90, -0.48, 0.32], [-0.69, -0.40, 1.00], [-0.27, -1.10, 0.31], [0.38, -0.55, -0.81], [0.92, 0.71, -0.51], [-1.12, -0.07, -0.53], [0.79, 0.83, 1.22], [-1.11, -2.64, -1.27], [3.83, -4.73, -1.26], [-5.11, 2.21, -3.17], [1.94, 5.58, 5.17]], "total_charge": 6, "e_lumo_ev": -23.18, "e_homo_ev": -31.29, "total_energy_ev": -39079.3315, "multiplicity": 1, "relative_energy_kj_mol": 93.5}

***

{"formula": "CBr2Cl2S", "method": "wB97M-V/def2-TZVPD", "species": ["C", "S", "Cl", "Cl", "Br", "Br"], "coordinates": [[0.852, -0.167, 0.315], [-0.589, 0.622, 0.331], [-1.670, 1.412, -1.636], [-1.836, -0.718, 0.947], [2.287, 0.912, 0.078], [0.956, -2.060, -0.035]], "atomic_forces_ev_per_a": [[2.31, -3.12, -0.28], [-1.53, 2.44, 0.48], [-0.41, 0.47, -1.24], [-1.33, -1.23, 1.02], [0.72, 0.34, 0.00], [0.24, 1.09, 0.00]], "s_squared": 2.010, "e_lumo_ev": [-0.35, -3.13], "e_homo_ev": [-7.38, -10.45], "total_energy_ev": -176998.0952, "multiplicity": 3, "relative_energy_kj_mol": 72.5}